Record 1
Molecular formula: C38H36Cl2N3O7TeTi
Method: DFT, ωB97M-V/def2-TZVPD

Geometry as XYZ:
```
88
Properties=species:S:1:pos:R:3:forces:R:3
C 0.671 -1.378 -3.786 0.09 -0.04 -0.11
H -0.134 -1.605 3.926 -0.02 -0.04 0.03
H 1.724 -2.884 0.883 0.00 0.03 -0.01
H -0.174 5.799 5.460 -0.02 -0.01 -0.01
H -5.091 1.337 0.306 0.04 0.09 0.04
O 2.856 -1.304 0.137 -0.03 -0.07 0.06
C 2.555 -2.229 1.170 0.10 0.01 -0.13
H -0.355 5.183 1.842 0.04 0.00 0.00
H 2.155 -2.231 3.288 -0.01 0.01 0.00
C 0.072 -2.060 -1.476 -0.12 0.34 0.21
H 2.211 -0.585 0.195 -0.05 0.01 -0.02
N 0.982 -0.745 2.327 -0.12 0.13 0.21
C -6.193 2.477 -1.142 -0.03 0.01 -0.06
C -1.083 4.735 3.846 0.11 0.11 -0.09
O 0.943 1.106 0.329 -0.09 0.40 0.95
H -4.699 2.596 3.502 -0.02 0.00 0.00
C 0.296 -3.359 -1.831 0.03 -0.34 -0.11
C -1.558 4.922 7.629 0.00 -0.01 -0.07
O -2.524 -1.403 3.002 -0.15 0.02 -0.01
H 2.082 0.918 3.003 0.02 0.01 0.04
O -2.398 -0.120 -1.148 -0.21 0.07 0.00
C 0.740 -3.701 -3.130 -0.05 -0.11 0.17
C 2.224 -1.512 2.461 0.01 -0.06 -0.05
Te -2.438 2.988 1.509 -0.81 0.79 0.71
H -4.464 4.940 2.118 -0.05 0.01 -0.01
H -1.676 4.066 8.294 0.00 0.00 -0.01
H -4.448 1.901 5.103 0.00 0.01 0.00
O -1.550 0.066 1.625 0.24 -0.55 0.38
H -1.970 8.050 -1.609 -0.02 -0.01 0.00
C -1.410 4.860 -0.639 0.12 0.03 0.03
N -1.714 1.847 -0.378 -0.46 -0.57 -0.89
C 0.515 0.967 -4.281 -0.02 0.11 0.06
H 1.048 -0.511 -5.725 0.00 0.00 0.01
C -2.903 7.073 0.053 0.00 0.01 0.01
C -2.258 4.807 0.462 -0.15 0.01 -0.18
H -0.012 2.195 -2.559 -0.04 -0.01 -0.01
C 0.287 -1.062 -2.477 -0.05 -0.03 0.12
Cl 0.014 -4.618 -0.680 0.04 0.02 -0.05
C -2.049 7.135 -1.035 0.02 -0.01 0.00
O -0.324 -1.651 -0.274 0.35 -0.45 -0.81
H -0.822 3.989 -0.890 -0.03 -0.01 -0.02
C -1.537 -0.957 2.488 0.21 0.34 0.05
C -2.666 1.124 -0.957 0.45 0.21 -0.19
H -4.791 6.651 1.811 0.02 -0.01 -0.01
C -1.301 6.022 -1.388 -0.01 0.00 0.04
H -5.061 3.336 -4.216 0.00 -0.02 0.00
H 0.882 5.120 3.078 -0.03 0.01 0.02
C -2.066 3.807 3.488 -0.04 -0.11 -0.08
C -1.722 4.519 6.187 0.01 0.03 0.05
Cl 1.444 -3.201 -5.674 -0.03 0.03 0.08
C 0.917 -2.747 -4.080 0.00 0.14 -0.14
C -2.869 3.220 4.485 -0.08 -0.08 0.08
C -3.945 2.198 4.184 0.11 0.02 -0.03
C -5.073 1.808 -0.669 -0.06 -0.16 -0.01
O 0.164 2.654 1.759 0.63 0.33 -0.02
H -3.496 7.941 0.319 0.00 -0.01 -0.01
C 0.771 -0.308 -4.699 0.04 -0.09 -0.04
C 0.171 1.196 -2.938 0.16 0.11 -0.02
C -4.001 5.919 1.978 0.13 -0.02 -0.07
C 0.687 1.580 1.554 0.65 -0.04 0.11
H 0.932 -4.738 -3.364 -0.03 -0.01 0.02
C -3.944 2.242 -2.750 -0.01 0.07 -0.01
Ti -0.679 0.196 -0.041 -0.97 0.07 -0.01
C -0.159 -1.500 2.834 0.23 0.21 0.05
H -0.123 -2.502 2.403 0.02 -0.02 0.01
C -3.942 1.704 -1.468 0.07 0.17 0.12
H -3.496 6.167 2.914 0.00 -0.01 -0.01
C -6.188 3.035 -2.413 0.04 -0.02 0.02
C -5.065 2.909 -3.221 -0.04 -0.03 0.03
H 0.407 0.908 3.551 -0.01 0.05 0.02
N 0.066 0.220 -2.071 0.15 -0.53 -0.41
H -2.310 5.662 7.910 0.00 -0.01 0.00
H -3.541 1.290 3.728 0.00 0.00 -0.01
C -3.034 5.916 0.820 -0.10 -0.02 0.05
H 3.443 -2.849 1.309 0.00 -0.02 -0.01
H -7.073 2.559 -0.517 0.00 -0.01 -0.01
C -0.147 5.422 2.876 -0.03 -0.14 0.06
H -0.207 6.505 2.999 -0.02 -0.01 0.00
H 0.579 1.803 -4.963 0.01 -0.01 0.01
C -0.937 5.074 5.192 -0.01 0.03 -0.03
C 1.062 0.659 2.713 -0.11 -0.37 -0.14
H -0.577 5.363 7.804 -0.01 -0.01 0.01
H -3.307 3.132 6.574 0.00 0.01 -0.02
C -2.685 3.590 5.811 -0.01 -0.02 -0.01
H 3.047 -0.833 2.692 -0.01 0.01 -0.01
H -3.064 2.140 -3.375 0.00 0.04 0.03
H -0.637 6.056 -2.243 0.01 -0.01 0.02
H -7.062 3.558 -2.779 0.01 0.00 0.01
```
Forces are in eV/Å.

## Properties
highest occupied orbital energy (spin up / spin down)	-7.3 / -8.3	eV
orbital gap (spin up / spin down)	6.632 / 6.991	eV
energy above the lowest of the compared OMol25 structures with the same formula, charge and spin	190.6	kJ/mol
spin multiplicity	2
largest force on an atom	0.02593	Eh/bohr
LUMO level (spin up / spin down)	-0.67 / -1.30	eV
electronic energy	-114250.124	eV
charge	0



Record 2
Molecular formula: C4H3N3
Method: DFT, ωB97M-V/def2-TZVPD

Geometry as XYZ:
```
10
Properties=species:S:1:pos:R:3:forces:R:3
H -2.359 -1.002 0.091 0.28 0.22 -0.01
C 0.815 -1.951 0.129 -1.10 -1.01 0.10
N -0.328 -1.645 0.144 1.01 -0.37 -0.04
N 0.474 0.933 -0.126 0.04 0.31 -0.01
H 0.641 1.920 -0.196 -0.22 0.24 -0.07
N 2.825 0.166 0.115 -1.20 -0.02 -0.05
C 1.675 0.313 0.028 0.91 0.61 0.03
H -1.552 1.398 -0.169 0.15 -0.13 0.03
C -0.871 0.559 -0.075 -0.01 -0.13 0.04
C -1.321 -0.691 0.059 0.14 0.28 -0.02
```
Forces are in eV/Å.

## Properties
highest occupied orbital energy	-9.3	eV
orbital gap	9.671	eV
energy above the lowest of the compared OMol25 structures with the same formula, charge and spin	267.0	kJ/mol
spin multiplicity	1
largest force on an atom	0.02913	Eh/bohr
LUMO level	0.39	eV
electronic energy	-8663.644	eV
charge	0



Record 3
Molecular formula: C6H10N2O
Method: DFT, ωB97M-V/def2-TZVPD

Geometry as XYZ:
```
19
Properties=species:S:1:pos:R:3:forces:R:3
N -2.563 2.064 0.781 -0.31 0.11 0.00
H 2.474 -0.770 -1.598 -0.03 0.03 0.05
H -1.432 0.493 -1.334 -0.29 0.11 0.00
C 2.429 -1.239 -0.611 -0.02 -0.51 -0.08
H -3.143 2.116 -0.045 0.13 0.01 0.22
H 2.900 -0.576 0.107 0.09 0.04 0.05
C -0.263 1.416 1.394 -0.04 0.88 0.08
H 2.974 -2.191 -0.662 -0.09 0.20 0.09
C 0.980 -1.473 -0.209 -0.52 1.46 -1.17
H -0.018 2.100 2.198 -0.16 -0.03 -0.05
H -2.494 2.931 1.292 -0.05 -0.05 -0.13
H 0.476 -1.936 -2.023 -0.09 -0.17 0.30
N 0.720 0.545 0.920 -0.25 0.84 -0.34
O 0.270 -2.261 -1.133 -0.01 -0.65 -0.85
H 0.936 -2.042 0.739 -0.22 0.65 -0.30
H -1.861 -0.657 -0.076 0.31 -0.05 0.08
C -1.405 1.333 0.678 0.12 -0.34 0.11
C -1.229 0.208 -0.298 0.42 0.61 -0.77
C 0.248 -0.060 -0.118 1.01 -3.15 2.72
```
Forces are in eV/Å.

## Properties
highest occupied orbital energy	-7.7	eV
orbital gap	8.490	eV
energy above the lowest of the compared OMol25 structures with the same formula, charge and spin	159.3	kJ/mol
SMILES string	C[C@H](O)C1=NC=C(N)C1
spin multiplicity	1
largest force on an atom	0.08319	Eh/bohr
LUMO level	0.77	eV
electronic energy	-11410.436	eV
charge	0



Record 4
Molecular formula: C4H12NS2
Method: DFT, ωB97M-V/def2-TZVPD

Geometry as XYZ:
```
19
Properties=species:S:1:pos:R:3:forces:R:3
C 2.115 0.615 -1.355 0.74 -0.03 -4.67
H 3.100 0.137 -1.275 -0.24 0.12 0.20
H 0.341 -1.456 -0.212 0.01 0.87 0.33
S -1.234 1.297 0.938 -0.27 2.82 -0.90
N 1.191 -0.968 0.123 0.16 -0.22 0.65
S -1.531 -0.308 1.957 -0.60 -2.59 1.39
H 2.290 1.552 -1.905 0.21 0.76 1.59
H 1.848 1.162 0.605 -0.98 -1.30 0.28
H 0.068 2.102 -0.814 -0.24 0.56 0.29
C -0.140 1.100 -0.459 1.64 -0.79 -0.41
H -0.437 0.610 -1.398 -0.66 -0.32 0.52
H -3.716 -0.061 1.078 0.21 -0.45 -0.61
C -3.195 -0.953 1.445 0.13 1.14 0.21
H 1.659 0.257 -2.361 0.05 -0.84 1.91
H 1.291 -1.171 1.116 -0.25 -0.15 0.17
H -3.027 -1.759 0.753 -0.41 -0.08 -0.42
H -3.839 -1.250 2.272 0.67 -0.30 0.37
C 1.275 0.553 -0.142 -0.50 0.58 -0.97
H 1.941 -1.457 -0.368 0.32 0.22 0.10
```
Forces are in eV/Å.

## Properties
highest occupied orbital energy	-12.6	eV
orbital gap	9.231	eV
energy above the lowest of the compared OMol25 structures with the same formula, charge and spin	118.4	kJ/mol
SMILES string	CSSC[C@H](C)[NH3+]
spin multiplicity	1
largest force on an atom	0.09195	Eh/bohr
LUMO level	-3.40	eV
electronic energy	-27495.756	eV
charge	+1



Record 5
Molecular formula: C4H9NO
Method: DFT, ωB97M-V/def2-TZVPD

Geometry as XYZ:
```
15
Properties=species:S:1:pos:R:3:forces:R:3
H 2.794 0.588 -1.154 -0.10 -0.03 0.13
N -2.636 0.103 0.430 -0.26 -0.10 -0.16
H -2.795 -0.675 -0.189 -0.06 -0.35 0.32
H 2.601 -0.497 0.241 0.06 0.16 -0.01
H 0.316 0.662 -1.417 0.05 -0.25 0.33
C 2.125 0.303 -0.335 0.15 0.06 0.12
H 1.960 1.165 0.314 0.24 -0.05 -0.01
H 0.895 -0.990 -1.551 -0.18 0.11 0.50
H -0.205 -0.333 1.441 2.48 -0.75 -1.10
H -3.119 -0.001 1.312 -0.04 0.45 -0.10
C -1.290 0.461 0.452 -0.30 0.67 -0.85
C -0.217 -0.568 0.299 -0.03 0.12 0.86
C 0.773 -0.156 -0.836 0.09 0.04 0.40
O -0.872 1.586 0.647 -1.05 -0.07 0.09
H -0.332 -1.648 0.346 -1.06 0.00 -0.51
```
Forces are in eV/Å.

## Properties
highest occupied orbital energy	-9.8	eV
orbital gap	10.573	eV
energy above the lowest of the compared OMol25 structures with the same formula, charge and spin	187.7	kJ/mol
SMILES string	CCCC(N)=O
spin multiplicity	1
largest force on an atom	0.05475	Eh/bohr
LUMO level	0.81	eV
electronic energy	-7830.375	eV
charge	0



Record 6
Molecular formula: C2H12O4
Method: DFT, ωB97M-V/def2-TZVPD

Geometry as XYZ:
```
18
Properties=species:S:1:pos:R:3:forces:R:3
H 1.604 2.596 -1.013 0.33 0.41 -0.09
O -2.304 -0.671 2.234 0.21 0.02 0.17
C 2.039 0.599 -0.621 -0.32 1.81 -0.76
H -1.654 -2.243 -1.092 -0.05 -0.04 0.20
H -0.444 -2.920 -0.435 -0.11 0.10 0.11
O -1.054 -2.989 -1.177 0.15 0.01 -0.20
H -2.446 0.268 2.072 -0.01 -0.14 -0.10
H -1.352 -0.796 2.055 -0.47 0.05 -0.14
H 1.952 -0.417 -0.968 0.72 -0.26 0.40
H 0.266 -0.128 0.607 0.21 1.01 0.35
H 2.345 1.014 0.330 -0.15 -1.26 0.61
C 1.706 1.608 -1.425 0.33 -0.52 -0.47
H 0.831 -0.525 2.092 0.23 0.67 -0.44
H 1.623 1.502 -2.502 -0.59 -0.08 0.05
H -1.030 0.688 -0.975 -0.15 0.06 0.06
H -1.111 2.055 -0.332 -0.03 -0.10 0.09
O -1.309 1.126 -0.159 0.11 0.12 -0.29
O 0.338 -0.769 1.308 -0.39 -1.85 0.44
```
Forces are in eV/Å.

## Properties
highest occupied orbital energy	-10.5	eV
orbital gap	10.839	eV
energy above the lowest of the compared OMol25 structures with the same formula, charge and spin	158.9	kJ/mol
SMILES string	C=C.O.O.O.O
spin multiplicity	1
largest force on an atom	0.03870	Eh/bohr
LUMO level	0.30	eV
electronic energy	-10457.347	eV
charge	0